81
Properties=species:S:1:pos:R:3:mulliken_charge:R:1 method="wB97M-V/def2-TZVPD" smiles="CCCCO[C@H]1C(=O)N[C@](COCCOCC)(c2ccccn2)[C@@H]1B(O)CC.ClC(Cl)(Cl)Cl.ClC(Cl)(Cl)Cl.ClC(Cl)(Cl)Cl.ClC(Cl)(Cl)Cl" e_lumo_ev=0.17 homo_lumo_gap_ev=9.3
C 4.68 -1.10 1.82 -0.99
C 4.15 -2.24 0.93 -0.41
C 3.88 -1.83 -0.52 -0.55
C 2.86 -0.72 -0.69 -0.39
O 1.57 -1.29 -0.81 -0.29
C 0.53 -0.34 -0.82 -0.77
C 0.35 0.48 -2.08 0.22
O 1.21 0.90 -2.82 -0.68
N -1.01 0.66 -2.25 -0.20
C -1.85 -0.03 -1.21 2.46
C -2.98 -0.71 -2.01 -0.70
O -3.41 -1.98 -1.56 -0.46
C -4.25 -2.05 -0.43 0.68
C -5.75 -1.98 -0.77 -1.38
O -6.40 -0.77 -0.42 -0.20
C -6.67 -0.67 0.96 0.24
C -8.07 -1.22 1.33 -1.34
C -2.34 1.09 -0.28 -0.14
C -1.47 2.04 0.26 -0.90
C -1.99 3.05 1.05 -0.80
C -3.35 3.10 1.29 -0.75
C -4.14 2.12 0.71 -0.33
N -3.65 1.14 -0.04 -0.03
C -0.81 -1.03 -0.64 -0.34
B -1.00 -1.64 0.81 0.64
O -0.63 -0.83 1.87 -0.84
C -1.47 -3.11 1.06 -0.32
C -2.31 -3.36 2.34 -1.16
H 4.85 -0.17 1.28 0.30
H 3.95 -0.87 2.60 0.33
H 5.61 -1.37 2.33 0.22
H 4.90 -3.04 0.91 0.41
H 3.26 -2.69 1.38 0.25
H 4.82 -1.51 -0.97 0.14
H 3.55 -2.70 -1.10 0.32
H 3.10 -0.12 -1.58 0.29
H 2.90 -0.03 0.16 0.31
H 0.67 0.33 0.05 0.41
H -1.28 1.60 -2.52 0.40
H -3.81 -0.01 -2.14 0.01
H -2.54 -0.89 -2.99 0.34
H -4.06 -3.03 0.01 0.20
H -4.00 -1.31 0.33 0.03
H -5.89 -2.15 -1.83 0.54
H -6.25 -2.81 -0.25 0.33
H -5.91 -1.18 1.56 0.20
H -6.61 0.39 1.23 0.03
H -8.02 -2.08 2.00 0.33
H -8.67 -0.45 1.82 0.38
H -8.58 -1.50 0.41 0.31
H -0.41 2.03 0.06 0.31
H -1.32 3.80 1.47 0.46
H -3.77 3.89 1.89 0.41
H -5.21 2.13 0.85 0.39
H -0.81 -1.86 -1.36 0.22
H -1.32 -0.64 2.51 0.29
H -1.98 -3.49 0.17 0.40
H -0.55 -3.71 1.13 0.50
H -1.99 -4.28 2.84 0.34
H -3.37 -3.48 2.11 0.23
H -2.20 -2.56 3.07 0.21
Cl 8.06 0.63 2.18 -0.09
C 8.62 -0.09 0.67 0.30
Cl 7.26 -0.28 -0.44 -0.05
Cl 9.85 0.95 -0.06 -0.09
Cl 9.32 -1.68 1.00 -0.11
Cl -6.66 1.36 -6.09 -0.11
C -5.52 0.16 -5.47 0.29
Cl -5.68 -1.34 -6.38 -0.11
Cl -3.87 0.77 -5.61 -0.10
Cl -5.87 -0.15 -3.76 0.01
Cl 9.54 3.68 2.67 -0.03
C 8.41 4.67 3.58 0.29
Cl 8.94 4.78 5.26 -0.10
Cl 8.35 6.30 2.88 -0.10
Cl 6.80 3.95 3.51 -0.08
Cl 9.04 4.24 -2.60 -0.10
C 7.54 4.47 -1.69 0.22
Cl 7.91 5.21 -0.13 0.00
Cl 6.46 5.52 -2.61 -0.11
Cl 6.77 2.91 -1.43 0.00